(1)
This record from the OMol25 dataset describes a molecular structure, C32H52N7O4ReS2SbSi in a non-equilibrium geometry. The level of theory is wB97M-V/def2-TZVPD.

Last column: Löwdin charge in e.
Geometry (Å):
H: -3.5363 -2.1961 2.8574  0.09
H: -2.0343 5.1865 3.5700  0.13
C: -1.6592 4.2684 3.1166  -0.16
H: 0.4666 -0.0111 4.1998  0.05
H: 2.0302 4.5239 -2.1602  0.01
H: 3.2637 -2.2181 3.6104  0.09
H: 1.5554 0.5327 -4.3352  -0.01
C: -2.9951 -2.2181 -5.4793  -0.04
C: -2.1698 -3.3180 -5.6468  0.01
Si: 0.0993 -1.7671 1.4832  0.79
C: 4.9238 -0.3215 -2.1304  -0.25
O: -1.8797 0.6569 -2.6579  -0.01
H: -2.0581 -2.9972 3.4020  0.07
C: 0.4611 4.0597 0.5159  -0.22
H: -0.4462 4.1862 -3.9034  0.02
C: -2.7309 -1.2971 -4.4774  0.01
H: 1.5476 4.0085 0.5745  0.11
H: -0.0845 1.0793 -4.7752  0.01
C: 1.2075 -1.7691 3.0964  -0.61
H: 2.6904 3.5679 -3.5098  0.01
H: 0.0072 6.2936 2.9426  0.13
H: -0.8210 -4.6493 2.2399  0.07
C: 1.3906 -0.3904 3.7609  -0.12
N: 6.1372 1.8638 0.4774  0.18
C: 0.8822 1.3889 -4.3744  -0.28
C: -0.8151 -2.5775 -3.7828  0.06
C: 0.0622 -4.7093 1.5970  -0.10
Sb: 0.6055 2.2196 -2.4266  1.32
Re: 0.6802 0.0697 -0.2628  0.82
H: 1.3150 2.1646 -5.0065  0.01
N: -0.1039 2.8734 1.2040  -0.10
H: 2.6063 -3.3141 2.3940  0.06
H: -0.7798 -4.5883 -1.0322  0.09
H: 3.1301 3.1651 -1.8320  -0.01
C: -1.0019 -3.7157 -0.4029  -0.10
C: 1.4408 -3.7287 -0.2108  -0.13
N: -0.2190 -4.6619 -4.9621  -0.34
C: -2.5478 -2.5507 2.5305  -0.09
H: 1.3822 2.9900 2.6928  0.10
H: 2.1151 -0.4946 4.5807  0.09
H: -1.9516 -3.9143 0.0883  0.07
C: -0.8153 3.7135 -2.9882  -0.28
H: -2.0060 0.0802 0.3070  0.04
H: -1.8349 6.2806 1.4399  0.13
H: -1.2226 0.6018 2.7372  0.03
H: -2.5784 -1.5460 -0.0645  0.07
N: 5.7987 -0.5423 -2.8450  0.19
C: 3.8949 0.7585 -0.2032  -0.70
C: -1.3868 -0.4547 -2.5619  -0.60
H: 0.4785 -3.7046 3.8970  0.06
H: -1.7737 5.3147 -0.0450  0.12
H: 2.3542 -3.6114 0.3791  0.07
C: -1.8076 -0.2652 3.0347  -0.12
H: -2.0857 3.4163 3.6494  0.13
O: -0.6335 -0.8526 -1.5607  -0.35
H: -2.8503 0.0577 3.1748  0.10
H: 1.7837 0.3596 3.0837  -0.01
O: 0.6240 -4.8685 -4.1084  0.08
C: -1.7534 -1.3600 1.9673  -0.61
C: 0.3685 5.3628 2.5060  -0.16
C: 5.1418 1.3693 0.1779  -0.25
H: 0.9502 -4.8065 2.2243  0.07
H: -1.7799 3.2381 -3.1699  0.01
H: -2.3478 -4.0527 -6.4196  0.12
H: -0.3494 -2.2924 4.5559  0.06
N: -0.1971 4.2310 3.2475  -0.08
O: -0.4072 -5.3688 -5.9348  0.08
H: -0.0807 2.1542 3.1994  0.10
C: 0.2959 2.9987 2.6375  -0.19
H: -2.0352 2.1374 1.6465  0.10
H: -0.0195 -5.6364 1.0126  0.09
S: 2.2955 -0.7838 -1.7215  0.69
C: -1.5846 2.9795 1.1241  -0.17
H: 0.0363 -2.7338 -3.1373  0.11
H: 0.1605 4.0363 -0.5281  0.04
C: 2.3249 3.5200 -2.4814  -0.28
H: 3.0668 -1.6646 1.9379  0.06
H: -3.3600 -0.4263 -4.3375  0.12
C: -1.4747 5.3496 1.0039  -0.16
C: 3.8037 -0.0381 -1.2760  -0.67
H: -1.4390 -0.6094 4.0029  0.07
H: -3.5101 -0.4979 1.0181  0.10
C: 0.1552 -3.5350 0.6053  -0.59
H: 1.4558 5.3341 2.5858  0.13
C: -1.6455 -1.4760 -3.6279  -0.11
H: -2.7153 -3.3336 1.7974  0.06
H: -1.8767 2.9359 0.0726  0.12
H: -3.8419 -2.0784 -6.1389  0.11
C: -1.0928 -3.4755 -4.7948  -0.12
C: 2.6120 -2.2750 2.7280  -0.10
N: -0.0087 5.3198 1.0875  -0.08
C: 0.6141 -2.6698 4.2002  -0.09
H: -0.9132 4.4723 -2.2088  -0.01
H: 1.4956 -3.0272 -1.0393  -0.01
S: 2.5188 1.1283 0.7826  0.63
H: 1.2981 -2.6667 5.0607  0.09
H: 1.4428 -4.7384 -0.6429  0.09
H: -1.1253 -2.8572 -1.0624  0.04
C: -2.4951 -0.8113 0.7351  -0.11
N: -2.0885 4.2193 1.7130  -0.08

energy above the lowest of the compared OMol25 structures with the same formula, charge and spin = 11.41 kcal per mole
HOMO-LUMO gap (alpha / beta) = 6.08 / 6.80 eV
2S+1 = 4
charge = 0


(2)
This record from the OMol25 dataset describes 11 unconnected molecules or ions with the total composition C32H52N8O3S3 in a non-equilibrium geometry. The level of theory is wB97M-V/def2-TZVPD.

Last column: Löwdin charge in e.
Geometry (Å):
N: -13.9850 17.3249 2.5278  -0.02
H: -18.8596 21.1092 -1.2967  0.03
C: -9.5967 22.8473 2.5460  -0.23
C: -13.8974 17.7929 1.3009  -0.16
C: -15.2380 22.4087 3.8137  -0.15
H: -16.7945 19.2428 -0.4024  0.08
C: -14.4729 22.1480 4.9559  -0.12
N: -13.8740 23.3476 5.3488  0.01
H: -16.3595 21.6352 -0.2767  0.06
C: -13.9622 23.4154 -5.6364  -0.08
C: -11.9733 22.7487 0.9868  -0.26
C: -15.1159 23.7278 3.4888  -0.14
N: -14.3386 22.8326 -2.4276  0.19
H: -13.0724 27.3654 -1.8073  0.09
C: -15.1145 26.1760 0.1426  -0.09
S: -21.1767 21.1634 -2.3582  0.84
H: -10.1724 24.7060 -3.4419  0.08
C: -16.8748 17.3320 -1.4891  -0.15
N: -16.5630 17.0382 -2.7836  -0.02
H: -13.0141 23.0645 0.9161  0.02
H: -14.6465 16.5789 2.6892  0.16
N: -12.2399 26.9888 -2.2378  0.03
N: -14.5224 20.8834 -6.1833  0.12
C: -14.8323 22.5175 -1.4242  -0.24
H: -20.3350 24.8135 -1.0522  0.06
O: -17.7607 23.6775 -0.2910  -0.58
H: -11.5150 22.9598 0.0206  0.05
H: -10.7376 21.0394 -4.4263  0.09
C: -15.2530 27.7936 -1.4630  -0.16
H: -16.1668 24.7899 -1.0885  0.08
C: -11.9366 25.6597 -2.4819  -0.13
H: -15.5933 22.7911 0.6144  0.06
C: -12.8639 19.1950 2.7112  -0.10
C: -22.3900 19.8897 -1.7209  -0.26
H: -15.7648 21.6450 3.2607  0.09
H: -13.3781 23.8307 -6.4576  0.08
H: -19.5862 19.5473 -1.5592  0.04
H: -14.4985 28.1691 0.6063  0.10
H: -15.7897 18.0998 -4.5064  0.11
H: -15.0588 28.6971 -2.0220  0.10
H: -13.4364 17.9469 4.4965  0.10
C: -20.3752 24.3974 -0.0455  -0.25
H: -11.8855 21.6629 1.0263  0.02
H: -22.1273 18.8427 -1.8720  0.05
C: -14.2611 21.9865 -5.9527  -0.28
H: -18.1657 23.0185 2.4680  0.03
N: -15.7028 25.6811 -0.9855  0.01
C: -15.6842 26.6091 -2.0153  -0.11
S: -11.3298 23.5893 2.4885  0.83
C: -13.4212 18.1463 3.4352  -0.14
O: -20.7992 20.8586 -3.8169  -0.57
C: -10.2802 26.9195 -3.2435  -0.13
C: -13.0477 18.8746 1.3449  -0.11
H: -9.3576 27.2644 -3.6865  0.08
H: -14.8835 23.9466 -5.3973  0.08
H: -17.2736 16.5697 -0.8362  0.10
C: -10.6642 25.5718 -3.0236  -0.11
C: -14.9067 27.5347 -0.1665  -0.14
H: -16.5902 16.0935 -3.1398  0.15
H: -13.3373 23.4772 -4.7454  0.02
H: -15.4822 24.2556 2.6207  0.06
C: -11.1845 27.7492 -2.6096  -0.14
H: -9.7748 21.8320 2.1915  0.03
H: -20.0731 20.4520 -0.1807  0.04
H: -9.1797 22.6509 3.5337  0.04
C: -11.3861 21.4591 -3.6572  -0.07
H: -15.7296 20.1323 -2.7256  0.07
C: -15.3661 22.0715 -0.1722  -0.08
C: -16.0459 19.1197 -2.5228  -0.11
H: -12.4148 21.4282 -4.0163  0.04
O: -11.1228 25.1021 2.2193  -0.59
C: -19.0995 23.2265 1.9456  -0.23
H: -12.7552 19.5071 0.5198  0.05
H: -13.1831 23.4454 6.0791  0.15
S: -18.6632 24.4434 0.6354  0.87
H: -11.2260 22.5212 -3.4717  0.06
H: -22.4491 20.0612 -0.6461  0.04
H: -13.9132 25.3199 4.6337  0.11
H: -8.9201 23.4768 1.9680  0.05
C: -11.2707 20.7040 -2.4276  -0.25
H: -14.9574 25.5979 1.0413  0.09
H: -20.8521 23.4191 0.0149  0.03
H: -23.3646 20.0307 -2.1882  0.04
H: -19.3776 22.3339 1.3852  0.03
C: -19.8012 20.5641 -1.2303  -0.26
H: -15.9223 26.3008 -3.0227  0.11
H: -21.0081 25.0446 0.5616  0.05
H: -12.3532 20.0817 3.0567  0.08
C: -14.3653 24.3457 4.5203  -0.11
H: -12.6958 24.8973 -2.3885  0.07
C: -16.0075 18.0772 -3.4488  -0.10
H: -14.3755 21.2755 5.5850  0.10
N: -11.1611 20.1671 -1.3995  0.14
H: -14.3509 17.3176 0.4436  0.11
H: -14.7017 21.3316 0.2741  0.08
H: -19.8799 23.6283 2.5918  0.06
H: -11.2928 28.8235 -2.6292  0.11
C: -16.6175 18.6819 -1.3081  -0.13

HOMO-LUMO gap = 7.86 eV
charge = 0


(3)
This record from the OMol25 dataset describes a molecular structure, C32H52O14 in a non-equilibrium geometry. The level of theory is wB97M-V/def2-TZVPD.

Last column: Löwdin charge in e.
Geometry (Å):
H: 0.3782 -0.4660 5.6223  0.12
C: 3.1619 2.2431 -2.1900  -0.02
H: -0.8168 0.6593 7.4599  0.12
C: 0.6143 3.9503 -1.6322  -0.14
H: 0.0797 -2.0633 4.3881  0.14
H: -2.2435 -0.0370 6.7962  0.12
H: 3.0762 3.3297 -2.1901  0.11
H: -0.3386 5.9089 -1.3620  0.11
C: -0.8075 -4.0636 -0.1804  -0.11
C: -0.5863 1.7234 -2.2947  -0.17
C: 3.0349 0.9458 -0.2908  -0.45
H: -3.1834 0.5277 -1.5458  0.11
C: 1.7629 0.6601 -0.9789  -0.10
H: 1.0879 0.0112 2.5464  0.13
C: -2.0270 2.0860 -2.5333  -0.08
H: -2.2426 0.0956 -0.8702  0.08
H: -2.1863 0.9721 1.6586  0.14
C: 0.4145 -3.6585 0.5369  -0.25
O: 1.8923 -5.6718 -1.7887  0.08
C: -0.2682 0.5816 0.8207  -0.16
O: 0.5298 -0.2808 -3.2378  0.01
H: 1.0184 2.4727 -1.6113  -0.04
H: 0.4265 -3.9039 1.5989  0.16
C: -0.3142 -1.8342 -4.9897  -0.13
C: 0.7027 -1.0080 2.5780  -0.07
H: -0.5836 0.6061 3.2566  0.06
O: -1.8306 2.7578 3.7860  0.10
C: 1.1463 -4.8791 -1.2256  -0.42
H: 1.8285 -0.2696 -1.5442  0.16
C: 1.6915 -1.9739 2.0531  -0.42
H: 0.0523 -0.8084 -4.9517  0.09
H: 1.2352 1.3573 -2.9847  0.11
H: 2.3497 -2.5411 4.9946  0.13
C: -0.2278 4.7741 0.5139  -0.10
H: 1.6772 3.7323 -1.7364  0.10
H: -0.3874 -2.0769 -6.0499  0.11
H: -2.3606 2.8672 -1.8503  0.13
H: -0.8755 -5.2889 -2.0892  0.14
C: -1.6404 -1.9641 -4.2365  -0.04
C: -0.2073 -0.4425 -0.2488  -0.17
H: -2.3628 -1.1504 -4.3002  0.13
H: -0.3039 1.7992 -1.2446  0.06
O: 1.7463 -2.4990 0.9646  0.03
H: 0.0515 2.4206 -2.8380  0.10
C: -0.6428 -0.1821 5.3672  -0.17
H: -1.2232 -1.0567 5.0735  0.15
H: -1.5253 -4.7502 0.2684  0.11
H: -1.9814 -1.5935 -0.9945  -0.03
H: -2.1202 -2.7499 -4.8199  0.13
H: 1.6137 -2.2192 -4.1310  0.13
H: -3.6835 0.7250 -3.1551  0.14
H: 0.3851 -1.2867 0.1040  0.13
H: 0.4763 -2.5703 0.5269  0.04
C: 2.2488 -1.7654 4.2354  -0.10
H: -0.3212 1.5920 0.4152  0.07
H: 3.6996 1.7965 -3.0264  0.13
H: 1.2367 3.2319 0.9085  0.16
O: -1.7628 -0.1631 -2.8973  -0.10
H: 0.1531 3.7786 -2.6048  0.15
H: -0.2091 -1.1272 1.9928  0.11
H: -1.3165 4.8224 0.4906  0.12
O: -1.8371 1.7765 5.8544  0.03
O: 2.6002 -2.2542 2.9604  0.09
C: -0.4238 0.8651 4.3033  -0.11
H: -1.3411 -3.1145 -0.1300  0.09
H: 0.2102 -0.1799 -1.2209  0.08
H: 0.2381 5.2322 1.3863  0.12
H: 0.5253 -0.4629 4.7474  -0.06
O: 1.5389 -4.1495 -0.1765  0.07
C: -0.3061 -4.5172 -1.5711  -0.04
C: -0.4789 0.3632 -2.8453  -0.33
C: -2.7974 0.8081 -2.5258  -0.11
C: 0.2015 3.3275 0.5811  -0.17
H: -0.4627 -3.5878 -2.1187  -0.06
C: 0.6863 -2.7865 -4.2109  -0.07
H: 2.9227 -0.9849 4.5884  0.13
O: 0.0917 -2.9828 -2.9468  -0.01
H: -0.4211 2.6386 1.1520  0.11
C: -1.6727 -0.7185 -0.4224  -0.16
H: 0.9001 0.4086 -0.3621  0.02
H: 1.2916 5.7653 -0.6891  0.12
C: -1.3784 0.5703 6.5299  -0.07
C: -1.3466 1.9632 4.5950  -0.43
H: 0.6168 0.5684 1.4569  0.10
O: 3.7790 1.7004 -1.0119  0.07
O: -2.1498 -0.8184 0.8818  -0.05
H: 0.7904 -3.6416 -4.8787  0.14
C: -1.1510 -2.4780 -2.8715  -0.33
O: -1.7393 -2.3707 -1.8105  0.08
C: 1.6448 1.6845 -2.0291  -0.18
C: -1.4843 0.1385 1.6382  -0.21
C: 0.7771 -1.2852 4.0777  -0.16
H: -2.1813 2.5101 -3.5255  0.13
C: 0.3553 5.2342 -0.8605  -0.08
O: 3.4364 0.4452 0.7848  0.08
H: -1.2918 -0.0965 2.6850  0.08
H: 0.5084 1.4225 4.3947  0.18
O: 0.1569 2.9234 -0.7426  -0.29

energy above the lowest of the compared OMol25 structures with the same formula, charge and spin = 751.87 kcal per mole
HOMO-LUMO gap = 7.50 eV
charge = 0